No. 1
Computed, not measured: a 3-piece molecular cluster, C25H36F4NO5PS2 overall in a non-equilibrium geometry, with ωB97M-V/def2-TZVPD.

Summary:
- Lowest unoccupied orbital energy: 0.009 Eh
- Calculated total energy: -80068.8139 eV
- Largest force on an atom: 1.8 eV/A
- SMILES: CCC[C@@H](C)c1c(COC(F)(F)F)cc(P(O)(O)=S)c2c1Nc1cccc(F)c1S2.CC(C)O.CC(C)O

Structure (ORCA input):
```
! RIJCOSX wB97M-V def2-TZVPD def2/J DEFGRID3
* xyz 0 1
C -2.96 -1.73 3.09
C -1.64 -2.39 3.56
C -0.96 -3.21 2.42
C 0.59 -2.96 2.34
C 1.42 -4.11 2.99
C 1.06 -2.63 0.92
C 1.24 -3.60 -0.08
C 0.96 -5.08 0.12
O -0.37 -5.35 0.61
C -1.04 -6.27 -0.12
F -2.29 -6.31 0.35
F -0.49 -7.49 -0.01
F -1.14 -5.93 -1.42
C 1.71 -3.27 -1.34
C 2.00 -1.95 -1.66
P 2.66 -1.54 -3.30
O 3.05 -2.92 -4.04
O 4.06 -0.80 -3.07
S 1.44 -0.49 -4.37
C 1.78 -0.99 -0.69
C 1.32 -1.29 0.58
N 1.13 -0.21 1.48
C 2.26 0.62 1.66
C 2.73 0.88 2.94
C 3.83 1.71 3.06
C 4.43 2.27 1.95
C 3.95 2.02 0.69
F 4.54 2.56 -0.39
C 2.87 1.19 0.55
S 2.13 0.74 -1.02
H -3.82 -2.41 3.16
H -3.16 -0.90 3.79
H -2.84 -1.27 2.10
H -1.81 -3.00 4.46
H -1.00 -1.55 3.89
H -1.47 -2.93 1.49
H -1.16 -4.26 2.64
H 0.76 -2.10 3.00
H 0.82 -5.03 3.07
H 2.35 -4.30 2.45
H 1.67 -3.83 4.02
H 1.20 -5.65 -0.79
H 1.66 -5.45 0.88
H 1.86 -4.04 -2.09
H 2.35 -3.13 -4.68
H 4.35 -0.41 -3.91
H 0.69 -0.48 2.34
H 2.21 0.43 3.78
H 4.21 1.89 4.06
H 5.30 2.91 2.12
C -0.99 4.25 -0.42
C -1.51 3.43 0.75
C -0.63 3.61 1.98
O -1.54 2.05 0.38
H 0.02 3.95 -0.69
H -1.62 4.11 -1.30
H -0.98 5.32 -0.17
H -2.53 3.72 0.98
H 0.39 3.28 1.78
H -1.01 3.00 2.81
H -0.61 4.65 2.30
H -0.63 1.79 0.18
C -4.32 5.81 -5.12
C -3.20 5.46 -4.16
C -2.85 3.98 -4.24
O -3.59 5.79 -2.82
H -5.23 5.26 -4.88
H -4.57 6.87 -5.05
H -4.04 5.59 -6.15
H -2.32 6.06 -4.38
H -3.71 3.36 -3.97
H -2.05 3.74 -3.54
H -2.53 3.71 -5.24
H -4.37 5.27 -2.61
*
```

Results of the Mulliken charge analysis, in e, for atoms 1 through 8: -1.32, -0.45, -0.82, 0.34, -2.01, -0.30, 1.78, -1.62

No. 2
Computed, not measured: C25H36N4O as an isolated structure in a non-equilibrium geometry, with ωB97M-V/def2-TZVPD.

Summary:
- Lowest unoccupied orbital energy: 0.014 Eh
- Calculated total energy: -34492.5159 eV
- Energy above the lowest of the compared OMol25 structures with the same formula, charge and spin: 644.0 kcal per mole
- Largest force on an atom: 19.5 eV/A

Structure (ORCA input):
```
! RIJCOSX wB97M-V def2-TZVPD def2/J DEFGRID3
* xyz 0 1
C -7.99 -0.50 1.15
H -8.91 -0.34 0.74
H -7.29 0.47 0.82
H -8.00 -0.69 2.12
C -7.44 -1.90 0.20
C -7.54 -1.60 -1.10
H -8.59 -1.47 -1.33
H -7.11 -2.37 -1.79
H -6.94 -0.63 -1.52
H -8.06 -2.64 0.58
C -6.11 -1.86 0.88
C -5.16 -0.86 0.51
C -4.83 -0.14 1.44
C -3.93 1.16 1.35
C -3.25 1.11 0.00
C -3.50 0.08 -0.68
C -4.29 -1.08 -0.51
H -4.48 -1.75 -1.22
H -2.76 0.25 -1.79
C -2.31 2.29 -0.05
N -1.09 1.73 -0.82
C -0.33 2.90 -1.11
C 0.99 2.33 -1.94
H 0.58 1.71 -2.69
H 1.64 3.20 -2.57
C 1.89 1.28 -1.13
N 2.60 1.78 -0.13
C 3.71 1.64 0.51
C 4.02 2.44 1.51
C 3.24 3.49 1.24
N 2.32 3.32 0.20
H 3.15 4.47 1.50
H 4.95 2.48 2.09
N 4.14 0.07 0.30
C 5.23 -0.41 0.93
O 5.96 0.44 1.80
C 5.58 -1.74 0.24
H 4.67 -2.34 0.90
C 5.83 -1.69 -1.09
H 6.02 -0.61 -1.32
C 7.11 -2.76 -1.12
C 7.72 -2.36 0.22
H 8.28 -1.52 -0.08
C 6.75 -2.49 1.11
H 6.48 -3.28 1.39
H 7.28 -1.79 1.90
H 8.68 -3.32 0.21
H 6.81 -3.87 -1.25
H 7.61 -2.40 -2.30
H 4.85 -1.98 -1.65
H 3.71 -0.30 -0.42
C 0.88 0.29 -0.50
C -0.10 1.03 0.15
H -0.89 0.16 0.81
H 0.23 1.55 1.16
H 1.44 -0.27 0.49
H 0.42 -0.46 -1.29
H 2.43 0.72 -1.71
H -0.78 3.47 -1.95
H 0.29 3.47 -0.18
H -2.67 2.84 -1.00
H -2.06 2.83 0.84
H -3.76 1.85 2.00
H -5.54 -0.01 2.60
H -5.69 -3.08 0.41
H -6.07 -2.33 1.97
*
```

Results of the Mulliken charge analysis, in e, for atoms 1 through 8: -1.35, 0.55, 0.20, 0.45, 0.16, -1.38, 0.46, 0.33

No. 3
Computed, not measured: one molecule with the formula C25H36N4O6, with ωB97M-V/def2-TZVPD.

Summary:
- Lowest unoccupied orbital energy: 0.027 Eh
- Calculated total energy: -44754.2500 eV
- Energy above the lowest of the compared OMol25 structures with the same formula, charge and spin: 16.9 kcal per mole
- Largest force on an atom: 0.8 eV/A
- SMILES: CCOC(CNC(=O)C(=O)NC[C@H](c1ccco1)N1CCN(c2ccc(OC)cc2)CC1)OCC

Structure (ORCA input):
```
! RIJCOSX wB97M-V def2-TZVPD def2/J DEFGRID3
* xyz 0 1
C 4.88 2.50 2.96
C 4.36 3.06 1.64
O 4.77 2.27 0.52
C 3.98 1.16 0.27
O 2.72 1.49 -0.26
C 2.68 2.39 -1.36
C 2.59 1.71 -2.72
H 2.30 2.45 -3.47
H 1.84 0.93 -2.70
H 3.54 1.28 -3.03
H 3.56 3.05 -1.32
H 1.78 2.99 -1.19
C 4.79 0.21 -0.64
N 3.96 -0.87 -1.11
C 3.47 -1.81 -0.29
O 3.84 -2.05 0.85
C 2.30 -2.56 -0.93
O 1.92 -2.30 -2.06
N 1.78 -3.48 -0.11
C 0.49 -4.08 -0.32
H 0.54 -5.15 -0.10
H 0.24 -3.94 -1.37
C -0.56 -3.42 0.60
C -1.93 -3.93 0.30
C -2.62 -4.10 -0.87
C -3.91 -4.56 -0.51
C -3.91 -4.63 0.85
O -2.72 -4.26 1.35
H -4.67 -4.93 1.55
H -4.72 -4.79 -1.17
H -2.26 -3.92 -1.86
N -0.43 -1.97 0.55
C -1.05 -1.30 1.69
C -0.63 0.18 1.67
N -1.03 0.83 0.45
C -2.30 1.38 0.32
C -2.62 2.14 -0.81
C -3.85 2.75 -0.96
C -4.81 2.64 0.04
C -4.50 1.91 1.18
C -3.28 1.29 1.32
H -3.10 0.73 2.22
H -5.25 1.83 1.96
O -6.06 3.20 0.00
C -6.41 3.96 -1.13
H -6.39 3.35 -2.04
H -7.43 4.30 -0.95
H -5.76 4.83 -1.26
H -4.04 3.32 -1.86
H -1.89 2.27 -1.60
C -0.43 0.14 -0.67
C -0.86 -1.34 -0.69
H -0.37 -1.83 -1.53
H -1.95 -1.39 -0.82
H -0.72 0.60 -1.61
H 0.65 0.20 -0.57
H -1.03 0.70 2.53
H 0.46 0.22 1.71
H -0.69 -1.77 2.61
H -2.15 -1.38 1.65
H -0.32 -3.70 1.64
H 2.18 -3.49 0.82
H 3.43 -0.75 -1.97
H 5.20 0.76 -1.49
H 5.61 -0.20 -0.05
H 3.73 0.61 1.19
H 3.27 3.13 1.65
H 4.79 4.05 1.46
H 4.59 3.17 3.77
H 5.96 2.42 2.94
H 4.46 1.51 3.16
*
```

Results of the Mulliken charge analysis, in e, for atoms 1 through 8: -1.19, -0.16, -0.44, 0.33, -0.21, -0.36, -1.28, 0.44

No. 4
Computed, not measured: a 3-piece molecular cluster, C25H37BF11IN3O8 overall in a non-equilibrium geometry, with ωB97M-V/def2-TZVPD.

Summary:
- Lowest unoccupied orbital energy: -0.119 Eh
- Calculated total energy: -86029.0099 eV
- Energy above the lowest of the compared OMol25 structures with the same formula, charge and spin: 80.9 kcal per mole
- Largest force on an atom: 2.9 eV/A

Structure (ORCA input):
```
! RIJCOSX wB97M-V def2-TZVPD def2/J DEFGRID3
* xyz 1 1
C -0.77 -1.62 4.31
C -0.38 -1.89 3.20
C 0.15 -2.51 1.88
C -0.09 -1.49 0.66
C -0.34 -2.19 -0.75
C 0.89 -2.21 -1.76
C 2.29 -2.63 -1.09
C 2.24 -3.99 -0.30
O 3.20 -4.04 0.79
C 3.02 -5.14 1.61
F 2.32 -4.88 2.76
F 2.44 -6.22 1.00
F 4.29 -5.55 2.00
N 2.94 -1.53 -0.32
C 2.86 -0.17 -0.94
B 4.33 0.52 -0.73
O 5.45 -0.04 -1.42
C 4.61 1.83 0.16
C 3.40 2.85 0.27
C 2.47 -0.20 -2.48
C 2.62 1.17 -3.23
C 3.97 1.21 -4.10
O 4.31 0.33 -4.82
I 5.29 2.96 -4.00
C 1.04 -0.94 -2.71
C -0.19 0.05 -2.75
C -0.24 1.15 -1.64
O -1.60 1.65 -1.53
C -1.74 1.95 -0.13
C -3.06 2.75 0.21
F -3.45 3.39 -0.99
F -2.74 3.76 1.10
C -4.29 1.84 0.65
F -5.43 2.37 0.05
F -4.12 0.58 0.07
C -4.49 1.70 2.21
F -4.79 2.91 2.83
F -5.63 0.90 2.39
C -3.31 0.93 2.95
F -3.21 -0.40 2.53
F -2.09 1.61 2.91
H -1.29 -1.37 5.26
H 1.26 -2.68 1.96
H -0.34 -3.51 1.66
H -1.07 -0.97 0.93
H 0.69 -0.68 0.67
H -1.29 -1.79 -1.17
H -0.56 -3.28 -0.51
H 0.68 -3.10 -2.45
H 2.97 -2.83 -1.98
H 2.55 -4.81 -1.02
H 1.22 -4.29 0.07
H 3.95 -1.77 -0.28
H 2.65 -1.55 0.68
H 2.14 0.51 -0.41
H 6.14 -0.12 -0.72
H 5.45 2.39 -0.37
H 5.04 1.57 1.18
H 3.72 3.77 0.83
H 2.60 2.34 0.90
H 3.00 3.19 -0.72
H 3.21 -0.90 -2.98
H 1.80 1.42 -3.95
H 2.70 2.07 -2.54
H 1.14 -1.34 -3.77
H -1.18 -0.51 -2.80
H -0.14 0.59 -3.75
H 0.42 2.04 -1.91
H 0.08 0.83 -0.62
H -0.87 2.63 0.15
H -1.73 1.03 0.53
H -3.61 0.88 4.06
C -4.72 -1.80 6.22
N -3.46 -1.06 6.53
O -3.08 -0.23 5.71
O -2.90 -1.32 7.57
H -5.10 -1.46 5.27
H -4.47 -2.86 6.19
H -5.42 -1.59 7.02
C -3.66 4.06 -4.02
N -3.24 4.51 -5.37
O -2.08 4.31 -5.69
O -4.09 5.04 -6.06
H -2.81 3.60 -3.52
H -4.00 4.94 -3.47
H -4.47 3.34 -4.14
*
```

Results of the Mulliken charge analysis, in e, for atoms 1 through 8: 0.77, -1.62, -0.15, 0.62, -1.50, -0.16, -0.61, -1.06

No. 5
Computed, not measured: a 14-piece molecular cluster, C25H37Cl39NO2 overall, with ωB97M-V/def2-TZVPD.

Summary:
- Lowest unoccupied orbital energy (alpha / beta): 0.006 / 0.006 Eh
- Calculated total energy: -520482.8329 eV
- Largest force on an atom: 0.8 eV/A
- <S²>: 0.75

Structure (ORCA input):
```
! RIJCOSX wB97M-V def2-TZVPD def2/J DEFGRID3
* xyz 0 2
C -3.85 -1.11 -0.69
C -2.74 -2.11 -0.44
O -2.91 -3.20 -1.33
C -1.81 -4.08 -1.35
C -0.61 -3.67 -2.24
C 0.61 -3.35 -1.38
C 1.85 -2.86 -2.15
C 2.56 -4.04 -2.83
C 2.77 -2.18 -1.15
N 1.47 -1.91 -3.24
O 2.38 -1.10 -3.59
C 0.08 -1.40 -3.36
C -0.13 -0.31 -2.29
C -0.07 -0.77 -4.74
C -0.91 -2.57 -3.27
H -4.08 -0.54 0.21
H -3.58 -0.39 -1.47
H -4.74 -1.64 -1.01
H -2.76 -2.49 0.59
H -1.76 -1.66 -0.59
H -1.45 -4.22 -0.32
H -2.21 -5.04 -1.68
H -0.35 -4.57 -2.81
H 0.91 -4.28 -0.87
H 0.35 -2.65 -0.59
H 2.73 -4.84 -2.11
H 1.97 -4.43 -3.66
H 3.51 -3.71 -3.24
H 2.21 -1.45 -0.57
H 3.62 -1.70 -1.64
H 3.15 -2.93 -0.46
H 0.50 0.55 -2.53
H 0.14 -0.63 -1.29
H -1.17 0.00 -2.29
H 0.29 -1.45 -5.51
H 0.48 0.16 -4.82
H -1.13 -0.57 -4.93
H -0.93 -3.05 -4.25
H -1.90 -2.14 -3.11
C 1.25 1.58 1.56
Cl 1.07 2.02 -0.14
Cl 0.32 2.65 2.61
Cl 0.80 -0.11 1.82
H 2.30 1.69 1.81
C -1.83 6.11 1.42
Cl -2.67 5.05 2.56
Cl -0.44 6.87 2.18
Cl -1.35 5.21 -0.02
H -2.52 6.88 1.11
C -4.77 2.64 5.19
Cl -3.68 3.39 6.34
Cl -3.89 2.19 3.73
Cl -5.57 1.23 5.89
H -5.53 3.36 4.92
C -5.81 7.39 -0.18
Cl -4.29 8.28 -0.12
Cl -5.96 6.31 1.21
Cl -7.18 8.49 -0.28
H -5.79 6.78 -1.08
C -3.43 7.51 -3.79
Cl -2.00 8.24 -3.05
Cl -3.85 6.00 -2.98
Cl -4.79 8.62 -3.78
H -3.19 7.28 -4.81
C -0.41 -6.20 -5.83
Cl -0.29 -4.55 -6.46
Cl 1.15 -6.78 -5.27
Cl -1.62 -6.29 -4.55
H -0.73 -6.84 -6.64
C -3.23 -1.62 5.63
Cl -3.47 -1.83 3.90
Cl -3.93 -2.96 6.54
Cl -1.51 -1.43 6.00
H -3.74 -0.71 5.92
C -3.26 -6.94 1.39
Cl -3.25 -7.57 3.04
Cl -3.88 -5.29 1.34
Cl -1.65 -7.03 0.67
H -3.92 -7.56 0.80
C 3.61 -8.02 -0.81
Cl 3.88 -8.93 -2.30
Cl 4.45 -6.48 -0.87
Cl 1.88 -7.82 -0.51
H 4.02 -8.60 0.01
C 5.85 0.31 0.99
Cl 6.69 -0.37 -0.40
Cl 5.99 2.07 1.04
Cl 4.14 -0.12 1.00
H 6.30 -0.09 1.89
C -0.63 5.97 5.67
Cl 0.91 6.82 5.56
Cl -0.66 4.91 7.08
Cl -1.98 7.10 5.70
H -0.74 5.35 4.78
C 4.89 4.94 3.34
Cl 3.34 4.12 3.20
Cl 6.11 3.91 4.08
Cl 5.45 5.52 1.77
H 4.75 5.80 3.98
C 9.11 4.08 1.84
Cl 9.69 4.44 3.46
Cl 9.61 5.32 0.69
Cl 9.64 2.48 1.31
H 8.03 4.08 1.87
*
```

Results of the Mulliken charge analysis, in e, for atoms 1 through 8: -1.58, 1.01, -0.46, -1.15, 1.57, -2.79, 2.17, -1.37

No. 6
Computed, not measured: C25H37CrO2 as an isolated structure in a non-equilibrium geometry, with ωB97M-V/def2-TZVPD.

Summary:
- Lowest unoccupied orbital energy (alpha / beta): 0.085 / 0.085 Eh
- Calculated total energy: -59033.0560 eV
- Energy above the lowest of the compared OMol25 structures with the same formula, charge and spin: 35.5 kcal per mole
- Largest force on an atom: 4.3 eV/A
- <S²>: 6.30

Structure (ORCA input):
```
! RIJCOSX wB97M-V def2-TZVPD def2/J DEFGRID3
* xyz -1 5
O -0.12 -0.79 -2.72
C 1.12 -0.28 -3.26
C 0.40 0.92 -3.88
H 1.57 -1.03 -3.90
H 1.79 0.00 -2.45
C -0.77 0.49 -2.95
H -0.08 0.92 -4.86
H 0.88 1.88 -3.76
C -2.15 0.25 -3.49
H -2.20 -0.70 -4.04
H -2.48 1.10 -4.11
H -2.84 0.16 -2.64
C -0.65 1.61 -1.97
H 0.39 1.90 -1.83
H -1.12 1.41 -1.01
H -1.15 2.49 -2.42
Cr -0.02 0.49 2.11
C 1.27 1.94 2.98
C 1.98 0.69 2.85
C 1.99 0.32 1.46
H 2.46 0.15 3.66
C 1.31 1.35 0.73
C 0.84 2.35 1.66
H 0.32 3.28 1.41
H 1.12 2.52 3.90
H 2.48 -0.54 1.02
H 1.27 1.42 -0.35
C -2.10 -0.61 3.06
C -2.24 0.68 2.27
C -1.91 0.47 0.93
H -2.69 1.60 2.67
C -1.38 -0.89 0.80
C -1.60 -1.56 1.99
H -1.46 -2.63 2.18
H -2.99 -0.88 3.64
H -2.24 1.12 0.12
H -1.04 -1.32 -0.15
O 0.40 -1.26 -5.46
C 0.02 -0.42 -6.56
C 0.48 -1.05 -7.87
H 0.51 0.57 -6.50
H -1.06 -0.27 -6.50
C 1.47 -2.13 -7.45
H 0.95 -0.28 -8.47
H -0.38 -1.44 -8.38
C 1.29 -2.29 -5.94
H 2.49 -1.83 -7.66
H 1.27 -3.07 -7.94
H 2.25 -2.23 -5.39
H 0.84 -3.26 -5.67
C -0.98 0.68 7.31
C 0.06 -0.08 6.47
C 1.40 0.64 6.57
C 0.20 -1.51 7.00
C -0.37 -0.18 5.06
C -0.95 -0.33 3.97
H -0.66 0.72 8.35
H -1.96 0.18 7.27
H -1.12 1.71 6.95
H 1.72 0.68 7.61
H 2.16 0.10 6.00
H 1.33 1.66 6.19
H -0.76 -2.03 6.92
H 0.94 -2.05 6.41
H 0.51 -1.51 8.04
*
```

Results of the Mulliken charge analysis, in e, for atoms 1 through 8: -0.60, 0.11, -1.18, -0.22, 0.34, 2.54, 0.24, 0.31

- Among the records above, which one has the highest calculated total energy?
  C25H36N4O

- Number 4 is which compound?
  C25H37BF11IN3O8